(1)
This record from OMol25 describes a cluster of 8 separate species, C40H77FIN10O12S in total at a distorted geometry. The level of theory is ωB97M-V/def2-TZVPD.

## Properties
- total charge = +1
- F_max (eV/A) = 1.474
- frontier orbital gap (eV) = 8.79
- E_LUMO (eV) = -1.977
- HOMO level (eV) = -10.8
- electronic energy (a.u.) = -3816.329148

CARTESIAN COORDINATES (ANGSTROEM)
I: -2.9016 4.1916 2.2911
S: -0.5249 0.1304 3.0427
F: -0.3074 1.3337 3.9835
O: 0.6050 -8.3435 0.0510
O: -1.4056 -0.7983 3.6578
O: -5.2649 3.9934 -2.4407
O: 3.5165 6.4796 2.6085
O: 0.7648 -0.3262 2.6219
O: -3.0578 2.4003 4.5700
O: 3.5230 5.3478 -2.5050
O: -1.7351 -1.7340 -2.7580
O: -1.2619 0.5350 -5.5315
O: 3.8425 -5.9096 3.5276
O: 0.9836 -4.1470 0.1659
O: 0.7968 3.0257 0.1342
N: 3.9641 7.5331 -2.1067
N: -0.5989 0.1904 0.4488
N: 0.5924 -0.6314 -6.1189
N: -3.1562 1.4148 0.2469
N: 0.0844 -5.2042 1.9680
N: -1.3431 -3.9441 -3.1259
N: 4.0393 -3.6516 3.4215
N: 2.2143 -9.8890 0.4519
N: 4.1753 5.9169 4.7034
N: -5.5481 2.8977 -0.4002
C: -9.7389 3.2197 -0.0070
C: -0.2779 2.9100 -0.7710
C: -0.0214 -6.4130 2.7706
C: 2.9155 4.1150 0.4673
C: -1.2772 0.8781 1.5766
C: 1.7351 -8.7776 -0.1206
C: 3.4369 -2.3780 3.0894
C: 5.1232 7.2035 -1.2914
C: -0.2375 1.5732 -1.5285
C: 0.8683 -5.1362 0.8852
C: -0.4717 -0.3731 -5.3361
C: 3.6097 8.9240 -2.3059
C: -5.1571 2.9847 -1.8023
C: -2.7823 0.6678 1.4496
C: -4.5816 1.7147 -2.3689
C: 4.2081 6.6731 3.5908
C: -8.9670 4.3710 -0.0766
C: -7.5894 4.2824 -0.2017
C: 3.3773 -4.8122 3.2814
C: -2.6660 0.7640 -0.9801
C: 2.0639 3.2843 -0.4777
C: 0.8264 0.2139 -7.2797
C: -0.6112 -5.1261 -2.6956
C: 5.4054 -3.6895 3.9188
C: -3.0504 1.6162 -2.1773
C: -0.6685 -4.0290 2.3662
C: -6.9812 3.0367 -0.2498
C: -1.1550 0.5051 -0.9420
C: -7.7491 1.8841 -0.1612
C: 3.2597 4.7904 4.7441
C: 1.5019 -1.7220 -5.8388
C: -9.1278 1.9771 -0.0448
C: 1.3434 -10.6468 1.3373
C: 3.5677 -10.3566 0.2196
C: -1.1708 -2.7960 -2.4832
C: -2.2664 -4.0117 -4.2520
C: -3.2042 2.3681 3.3923
C: 5.0170 6.1917 5.8507
C: 3.2555 6.5294 -2.6456
C: -3.6170 1.1134 2.6533
H: -1.0544 -6.7620 2.7844
H: 4.9317 7.5029 3.6522
H: 3.3558 4.2900 5.7043
H: -1.1929 3.0069 -0.1874
H: -2.9644 -0.4040 1.2718
H: -1.0235 -0.4053 -1.5260
H: 5.7926 -2.6752 3.9702
H: 2.4677 -8.2743 -0.7733
H: 1.1752 -2.2453 -4.9407
H: 5.4381 -4.1413 4.9101
H: 4.4103 6.3921 6.7356
H: -0.2814 3.7407 -1.4845
H: 2.3448 -4.6857 2.9235
H: 4.0118 -1.8739 2.3098
H: 2.5160 -1.3513 -5.6763
H: 0.3027 -6.2084 3.7928
H: 4.8264 6.5937 -0.4376
H: 2.2314 5.1287 4.6120
H: -5.0852 0.8629 -1.9071
H: -4.6354 1.2847 2.2917
H: -3.1716 -0.1991 -1.1379
H: 0.0173 -3.2044 2.5753
H: 0.9623 1.2512 -6.9743
H: -1.0315 1.9394 1.5578
H: 4.0763 -9.6769 -0.4605
H: 5.6338 7.0644 5.6480
H: 5.8513 6.6406 -1.8757
H: -0.4481 -2.8801 -1.6530
H: 2.6321 3.8723 1.4917
H: -7.2724 0.9127 -0.1847
H: 0.6037 -7.1935 2.3469
H: 4.1250 -10.3945 1.1565
H: 5.6715 5.3440 6.0616
H: 0.0227 -5.4953 -3.5027
H: -2.6199 2.6138 -2.0845
H: 2.5726 2.3376 -0.6962
H: -2.2711 -5.0260 -4.6398
H: -2.6499 1.1676 -3.0875
H: -6.9695 5.1663 -0.2678
H: 1.0223 -10.0297 2.1764
H: -0.3949 1.6760 -2.5994
H: 1.9446 3.7976 -1.4336
H: 2.4241 -2.5364 2.7247
H: 4.4234 9.4621 -2.7951
H: 1.8855 -11.5102 1.7127
H: -0.6040 -0.8199 0.6124
H: -3.6675 0.3232 3.3983
H: 3.4872 4.0859 3.9431
H: 0.0102 -4.8429 -1.8489
H: -4.1735 1.4253 0.2211
H: 3.3967 9.4061 -1.3503
H: -9.7184 1.0744 0.0237
H: 5.5775 8.1243 -0.9356
H: 6.0357 -4.2853 3.2587
H: -1.3371 -3.7193 1.5590
H: 0.3863 0.4747 0.4523
H: 0.7766 1.1709 -1.4269
H: 3.9709 3.8898 0.3363
H: -0.5820 -1.0463 -4.4717
H: 1.7181 -0.1308 -7.7968
H: -3.2718 -3.7379 -3.9340
H: -1.9625 -3.3220 -5.0388
H: 3.5576 -11.3534 -0.2238
H: 1.5232 -2.4333 -6.6672
H: -9.4293 5.3477 -0.0520
H: -4.7830 1.7097 -3.4371
H: -1.2530 -4.2422 3.2561
H: 2.3892 6.8745 -3.2343
H: 3.3978 -1.7326 3.9693
H: 2.7237 8.9880 -2.9339
H: -0.0253 0.1736 -7.9583
H: 1.4094 -6.0676 0.6834
H: -1.2986 -5.9170 -2.3946
H: -10.8127 3.3061 0.0771
H: 0.4538 -10.9797 0.8032
H: 2.7453 5.1763 0.3081
H: -5.1013 3.6839 0.0667

Atom charges from the Löwdin analysis, given in e for atoms 1 to 4: 0.954 0.674 -0.085 -0.018



(2)
This record from OMol25 describes the molecule C5H7Br at a distorted geometry. The level of theory is ωB97M-V/def2-TZVPD.

## Properties
- F_max (eV/A) = 2.520
- frontier orbital gap (eV) = 9.62
- E_LUMO (eV) = -0.189
- HOMO level (eV) = -9.8
- ΔE to the lowest compared entry with this formula, charge and spin (kcal per mole) = 38.7
- electronic energy (a.u.) = -2768.625638

CARTESIAN COORDINATES (ANGSTROEM)
Br: 3.4027 0.0766 -0.0543
C: 1.2981 -0.5755 -0.4823
C: 0.1358 0.3388 -0.3694
C: -2.0374 1.7567 0.0482
C: 0.9705 -1.7713 0.3289
C: -0.8740 0.9311 -0.0985
H: 1.3054 -2.8218 -0.0159
H: -1.7514 2.5295 0.6906
H: -2.8345 1.2673 0.5518
H: -2.4064 2.1500 -0.8261
H: 1.4446 -1.6182 1.2635
H: 1.4223 -0.5744 -1.5573
H: -0.0757 -1.6887 0.5208

Atom charges from the Löwdin analysis, given in e for atoms 1 to 4: 0.367 -0.535 -0.057 -0.080



(3)
This record from OMol25 describes a cluster of 7 separate species, C43H74ClF5O26S6 in total at a distorted geometry. The level of theory is ωB97M-V/def2-TZVPD.

## Properties
- F_max (eV/A) = 6.102
- frontier orbital gap (eV) = 8.90
- E_LUMO (eV) = -0.400
- HOMO level (eV) = -9.3
- ΔE to the lowest compared entry with this formula, charge and spin (kcal per mole) = 365.1
- electronic energy (a.u.) = -6986.994673

CARTESIAN COORDINATES (ANGSTROEM)
Cl: -7.9661 -3.5357 2.4394
S: 5.8004 7.8607 -2.3508
S: -14.0454 -3.5902 2.5908
S: -4.2112 7.1799 -4.0749
S: -7.3996 6.4178 -4.5055
S: 4.0551 1.4543 5.2583
S: 9.3465 2.1503 -2.1725
F: -6.9794 0.7309 -3.3779
F: -7.4392 -1.2566 -2.2678
F: -1.3169 -4.6767 -2.7541
F: -3.6251 -5.3792 -2.7046
F: -7.2231 -1.3590 -4.5806
O: -4.0442 7.1961 -2.4569
O: -7.1950 7.5576 -3.6606
O: -2.2715 -1.7480 1.1809
O: 7.4238 7.7716 -2.3588
O: -2.6375 7.3666 -4.4503
O: -4.9125 8.3632 -4.4710
O: -13.5517 -3.4670 1.0464
O: -14.3947 -2.2777 3.0572
O: 5.3472 7.6880 -0.9988
O: 9.5133 2.1211 -0.5556
O: 10.9093 2.4012 -2.5416
O: -14.9286 -4.7159 2.6960
O: 4.3346 2.7847 4.7969
O: 5.5082 6.4833 -3.1628
O: 8.5975 3.3218 -2.5300
O: -7.3881 6.4936 -5.9381
O: -3.5095 -3.5128 -0.0657
O: 4.2686 0.2869 4.4511
O: 8.9894 0.8317 -2.6117
O: 5.4029 8.9690 -3.1707
O: -6.3672 5.2399 -4.0437
O: -4.6117 5.8519 -4.4735
O: -12.6110 -3.9938 3.2402
O: -8.7781 5.6960 -4.0361
O: 4.8121 1.2399 6.6813
O: 2.5311 1.4230 5.8225
C: 7.0856 -3.5521 1.3578
C: -1.2893 -1.0016 1.9509
C: -4.6563 -2.5392 -2.8503
C: -1.1121 -4.4783 0.0225
C: -4.0090 0.1145 -3.0137
C: 6.0917 -4.8151 1.1485
C: 4.5399 -4.4242 0.8544
C: 7.8142 6.4486 -2.7260
C: -2.6290 -4.5635 -0.5472
C: 7.1894 -2.5604 0.0739
C: 11.6405 2.6931 -1.3508
C: 3.8839 1.4684 7.7405
C: 2.3461 -5.4282 -0.4314
C: -6.1243 -3.3579 2.7732
C: 6.9300 -0.0011 -0.4438
C: -0.3097 -5.8828 0.0116
C: -2.6672 7.0147 -2.1294
C: -1.8979 7.6711 -3.2690
C: 6.7334 5.9672 -3.6838
C: 3.8241 -5.7379 0.1893
C: 5.3037 0.0864 -0.2789
C: -3.3538 -2.2515 2.0581
C: -5.8657 -4.1966 4.1563
C: -2.4983 -0.2382 -2.6712
C: 3.2964 1.6885 0.4239
C: -8.5095 4.3498 -3.6621
C: -2.6286 -4.4225 -2.1910
C: 4.9102 1.3957 0.6066
C: -12.1259 -3.4157 1.0170
C: 2.6415 1.9865 1.8820
C: -7.0661 4.3436 -3.1727
C: -6.7078 -0.6933 -3.4130
C: -11.6746 -4.2651 2.1975
C: 1.1584 -5.5845 0.6914
C: 2.5369 1.0178 7.1912
C: 7.4534 -1.0511 0.6781
C: -3.1310 -2.8921 -2.5045
C: 10.8956 1.9759 -0.2332
C: -2.0300 -1.7500 -2.4120
C: -3.7992 -3.6865 1.3773
C: -5.1393 -1.0237 -3.1105
C: -5.3873 -3.9804 1.4767
C: 1.0294 1.7881 1.8282
H: 7.8363 5.8388 -1.8178
H: 4.9766 -0.8970 0.2419
H: 2.1046 -6.2064 -1.2590
H: -11.7292 -5.3317 1.9597
H: 2.8034 0.7845 -0.1073
H: 5.5058 2.2937 0.1924
H: -8.6270 3.7197 -4.5488
H: 3.7692 -6.6246 0.9526
H: -2.4395 7.4631 -1.1612
H: 6.6928 4.8783 -3.7459
H: -4.2972 1.2305 -3.1852
H: 6.8401 -2.9915 2.3503
H: -0.4731 -3.7052 -0.5834
H: 8.1569 -3.9994 1.5121
H: -3.1870 -4.5544 1.8430
H: 8.8043 6.4525 -3.1840
H: -11.7463 -3.7905 0.0654
H: 2.8377 3.0960 2.1626
H: -6.9930 4.7375 -2.1538
H: 3.0952 1.3360 2.7348
H: -5.8986 -3.5166 0.5374
H: 3.8811 2.5402 7.9619
H: 1.4430 -6.3930 1.4834
H: -5.4646 -3.3773 -2.8845
H: -1.8732 8.7588 -3.1532
H: 4.7881 0.2055 -1.3169
H: 2.3409 -4.3402 -0.8637
H: -3.0478 -5.6075 -0.2819
H: -0.9500 -2.0636 -2.1594
H: 1.1503 -4.5602 1.2629
H: -10.6616 -4.0171 2.5206
H: 6.8797 6.3831 -4.6852
H: 2.4417 -0.0716 7.2244
H: 7.1508 -0.4228 -1.4949
H: -6.8921 -4.1889 4.7152
H: -0.4583 -0.6811 1.1898
H: 8.0989 -2.8288 -0.6133
H: -1.7294 -0.0107 2.3604
H: 3.2063 2.6778 -0.1904
H: 11.1090 2.4009 0.7487
H: -0.8774 7.2920 -3.3500
H: 0.6445 1.3824 0.8177
H: -2.4687 5.9391 -2.0875
H: -0.7386 -1.6353 2.7543
H: 6.0930 -5.4064 2.1585
H: -1.6846 0.5688 -2.5711
H: 4.5228 -6.0531 -0.6951
H: 0.7517 1.0731 2.7130
H: -9.2089 4.0233 -2.8900
H: 11.6286 3.7768 -1.2008
H: 11.1301 0.9069 -0.2252
H: 6.8721 -0.8548 1.6585
H: 8.6002 -0.9118 0.7847
H: 6.5439 -5.5356 0.3526
H: -0.1108 -6.3147 -1.0381
H: -11.8227 -2.3718 1.1434
H: 4.1751 0.9147 8.6342
H: -5.5930 -5.1286 1.4284
H: 1.7005 1.4712 7.7264
H: -4.2174 -1.4704 1.9303
H: -0.7896 -6.7161 0.6541
H: -3.0081 -2.3666 3.1548
H: -1.0816 -4.0822 1.1249
H: -5.5254 -5.2745 3.9120
H: 12.6729 2.3515 -1.4441
H: 4.4415 -3.5341 0.1200
H: -5.9603 -2.2312 2.9388
H: 7.3604 1.0754 -0.2876
H: 4.0223 -4.1384 1.8586
H: -6.6210 3.3480 -3.2095
H: 6.2576 -2.6006 -0.6126
H: 0.5475 2.8268 2.0381
H: -5.0620 -3.5916 4.7567
H: 5.1778 1.1862 1.7114

Atom charges from the Löwdin analysis, given in e for atoms 1 to 4: 0.515 0.656 0.658 0.689



Q: Which formula does entry 1 have?
A: C40H77FIN10O12S



Q: electronic energy of number 3 (C43H74ClF5O26S6)?
A: -6986.994673 a.u.



Q: The lowest E_LUMO belongs to which entry?
A: C40H77FIN10O12S



Q: The highest F_max belongs to which entry?
A: C43H74ClF5O26S6